1.
Formula: C12H33CrN3O7P
Source: the Open Molecules 2025 dataset
Level of theory: ωB97M-V/def2-TZVPD

Calculated values
spin multiplicity	6
net charge	0
E_LUMO (spin up / spin down)	0.26 / -1.92	eV
frontier orbital gap (spin up / spin down)	6.55 / 6.28	eV
⟨S²⟩	8.7690

Element x y z (Å)
Cr (-0.188, 0.049, -1.685)
P (-0.233, 0.027, -4.019)
O (0.983, -0.705, -3.335)
O (-0.183, 1.351, -3.226)
O (-1.507, -0.528, -3.301)
O (-0.253, 0.288, -5.540)
C (-1.027, 3.189, -0.825)
C (-1.867, 2.235, 0.137)
C (-3.262, 2.743, 0.386)
O (-3.915, 1.789, 1.240)
C (-5.356, 1.840, 1.121)
N (-1.950, 0.941, -0.550)
H (-1.482, 3.239, -1.814)
H (0.049, 3.016, -0.813)
H (-1.144, 4.191, -0.413)
H (-1.382, 2.243, 1.112)
H (-3.754, 2.920, -0.571)
H (-3.210, 3.700, 0.904)
H (-5.851, 1.332, 1.949)
H (-5.685, 1.272, 0.251)
H (-5.799, 2.831, 1.021)
H (-2.566, 1.184, -1.312)
H (-2.625, 0.399, -0.030)
C (-2.317, -2.759, 0.119)
C (-0.839, -2.448, 0.411)
C (-0.031, -3.549, 1.108)
O (1.196, -2.948, 1.496)
C (2.188, -3.825, 1.943)
N (-0.251, -2.015, -0.836)
H (-2.470, -3.677, -0.448)
H (-2.887, -2.012, -0.434)
H (-2.840, -3.091, 1.016)
H (-0.824, -1.573, 1.061)
H (0.054, -4.438, 0.484)
H (-0.579, -3.897, 1.983)
H (2.558, -4.430, 1.116)
H (1.763, -4.521, 2.667)
H (2.968, -3.259, 2.452)
H (0.654, -2.463, -0.848)
H (-0.688, -2.552, -1.572)
C (2.791, 1.698, -1.178)
C (2.517, 0.376, -0.549)
C (3.514, 0.081, 0.588)
O (3.485, 1.074, 1.589)
C (4.712, 1.053, 2.331)
N (1.164, 0.447, -0.053)
H (2.712, 2.498, -0.442)
H (2.139, 1.885, -2.031)
H (3.827, 1.732, -1.515)
H (2.545, -0.432, -1.280)
H (4.468, 0.138, 0.064)
H (3.369, -0.926, 0.981)
H (5.634, 1.382, 1.852)
H (4.875, 0.104, 2.841)
H (4.587, 1.757, 3.154)
H (1.130, 1.265, 0.538)
H (1.085, -0.219, 0.703)



2.
Formula: C12H33N3O15S3
Source: the Open Molecules 2025 dataset
Level of theory: ωB97M-V/def2-TZVPD

Calculated values
structure (SMILES)	CCOS(C)(=O)=O.CCOS(C)(=O)=O.CCOS(C)(=O)=O.C[N+](=O)[O-].C[N+](=O)[O-].C[N+](=O)[O-]
energy relative to the best compared isomer or geometry (same formula, charge and spin)	44.1	kcal per mole
net charge	0
E_LUMO	-0.20	eV
frontier orbital gap	10.06	eV

Element x y z (Å)
C (-3.328, 12.439, -16.395)
C (-2.640, 13.201, -17.465)
O (-1.246, 13.104, -17.163)
S (-0.352, 13.615, -18.434)
C (-0.629, 15.365, -18.199)
O (1.021, 13.467, -18.049)
O (-0.857, 13.154, -19.705)
H (-4.401, 12.336, -16.557)
H (-3.238, 12.861, -15.394)
H (-2.910, 11.443, -16.248)
H (-2.809, 12.704, -18.420)
H (-2.996, 14.230, -17.528)
H (-0.136, 15.746, -17.305)
H (-1.682, 15.631, -18.290)
H (-0.153, 15.838, -19.058)
C (0.794, 10.721, -21.794)
C (-0.767, 10.568, -21.886)
O (-1.134, 9.246, -21.508)
S (-2.290, 8.965, -20.350)
C (-1.210, 9.001, -18.892)
O (-3.183, 10.120, -20.227)
O (-2.833, 7.675, -20.685)
H (1.175, 11.317, -22.623)
H (1.201, 9.714, -21.883)
H (1.026, 11.249, -20.869)
H (-1.360, 11.345, -21.404)
H (-0.997, 10.569, -22.952)
H (-1.887, 9.168, -18.054)
H (-0.672, 9.942, -19.013)
H (-0.680, 8.061, -19.044)
C (2.105, 5.293, -23.274)
C (1.675, 6.084, -22.076)
O (2.601, 5.862, -21.018)
S (2.077, 6.545, -19.704)
C (3.685, 6.553, -18.756)
O (1.701, 7.950, -19.831)
O (1.240, 5.578, -19.023)
H (3.133, 5.526, -23.551)
H (1.431, 5.576, -24.083)
H (2.156, 4.206, -23.207)
H (1.597, 7.067, -22.540)
H (0.648, 5.784, -21.867)
H (3.530, 6.976, -17.763)
H (4.426, 7.120, -19.320)
H (3.931, 5.493, -18.808)
C (7.373, 8.684, -19.808)
N (6.990, 9.839, -18.959)
O (7.010, 9.660, -17.710)
O (6.730, 10.852, -19.567)
H (7.843, 9.044, -20.723)
H (6.420, 8.200, -20.020)
H (7.942, 8.039, -19.138)
C (1.447, 9.975, -12.541)
N (1.855, 10.823, -13.733)
O (1.391, 10.539, -14.824)
O (2.361, 11.888, -13.444)
H (0.797, 9.181, -12.907)
H (0.898, 10.650, -11.885)
H (2.273, 9.471, -12.040)
C (2.114, 10.641, -17.651)
N (3.200, 10.467, -18.647)
O (4.093, 9.669, -18.334)
O (3.237, 11.131, -19.765)
H (1.273, 11.108, -18.163)
H (2.491, 11.223, -16.810)
H (1.899, 9.648, -17.255)



3.
Formula: C12H33N3O4P
Source: the Open Molecules 2025 dataset
Level of theory: ωB97M-V/def2-TZVPD

Calculated values
net charge	+1
E_LUMO	-5.05	eV
frontier orbital gap	6.73	eV

Element x y z (Å)
N (5.331, 1.977, 0.495)
C (4.159, 1.375, 0.696)
N (3.809, 0.324, -0.186)
C (2.309, 0.096, -0.145)
C (1.916, 1.080, 1.023)
P (0.672, 2.264, 0.263)
O (-0.710, 1.628, 0.379)
N (3.152, 1.645, 1.681)
H (5.322, 2.967, 0.265)
H (6.229, 1.510, 0.487)
H (3.919, 0.798, -1.091)
H (2.174, -0.975, 0.110)
H (1.791, 0.450, -1.066)
H (1.345, 0.677, 1.887)
H (0.642, 3.427, 1.108)
H (1.029, 2.587, -1.079)
H (2.988, 2.655, 1.532)
C (-0.502, -2.670, 0.919)
C (-0.411, -3.353, -0.437)
C (-0.838, -4.810, -0.353)
O (0.932, -3.276, -0.926)
H (0.160, -3.155, 1.643)
H (-0.185, -1.626, 0.845)
H (-1.521, -2.696, 1.308)
H (-1.043, -2.827, -1.155)
H (-0.187, -5.366, 0.328)
H (-0.759, -5.289, -1.330)
H (-1.867, -4.900, -0.002)
H (1.500, -3.738, -0.301)
C (-0.937, -0.475, -5.037)
C (0.437, -0.247, -4.428)
C (0.820, -1.369, -3.476)
O (0.448, 0.992, -3.715)
H (-1.706, -0.511, -4.259)
H (-1.200, 0.346, -5.706)
H (-0.969, -1.408, -5.601)
H (1.180, -0.169, -5.224)
H (0.111, -1.431, -2.645)
H (1.805, -1.185, -3.039)
H (0.841, -2.333, -3.986)
H (-0.209, 0.923, -3.012)
C (-4.518, 2.983, 3.449)
C (-3.137, 2.510, 3.874)
C (-2.670, 1.336, 3.026)
O (-3.164, 2.128, 5.248)
H (-5.257, 2.186, 3.574)
H (-4.844, 3.819, 4.071)
H (-4.524, 3.302, 2.405)
H (-2.424, 3.333, 3.785)
H (-3.347, 0.484, 3.137)
H (-1.681, 1.001, 3.348)
H (-2.620, 1.606, 1.970)
H (-3.790, 1.403, 5.341)



4.
Formula: C12H33NO5
Source: the Open Molecules 2025 dataset
Level of theory: ωB97M-V/def2-TZVPD

Calculated values
energy relative to the best compared isomer or geometry (same formula, charge and spin)	409.3	kcal per mole
net charge	0
E_LUMO	0.41	eV
frontier orbital gap	8.16	eV

Element x y z (Å)
C (1.426, 2.204, -2.124)
C (0.214, 3.143, -1.849)
O (-0.122, 4.037, -2.519)
N (-0.608, 2.733, -0.547)
H (-0.159, 1.973, 0.081)
H (-0.720, 3.482, -0.005)
C (-1.985, 2.332, -0.967)
H (1.007, 1.264, -2.103)
H (2.231, 2.209, -1.340)
H (1.711, 2.312, -3.257)
H (-2.565, 3.071, -1.544)
H (-2.339, 1.755, -0.218)
H (-1.781, 1.433, -1.822)
O (0.747, 0.927, -0.926)
H (1.558, 1.352, -0.607)
C (-0.006, -3.100, -0.949)
C (-0.319, -1.835, -1.650)
C (-1.371, -2.047, -2.748)
O (-0.874, -0.956, -0.684)
H (-0.937, -3.776, -0.603)
H (0.555, -3.037, -0.085)
H (0.530, -3.754, -1.851)
H (0.583, -1.583, -2.232)
H (-1.625, -1.264, -3.309)
H (-2.262, -2.652, -2.288)
H (-1.042, -2.583, -3.722)
H (-0.080, -0.465, -0.417)
C (-1.306, 0.117, 2.550)
C (-1.693, 0.574, 1.240)
C (-3.177, 0.945, 1.062)
O (-0.819, 1.623, 1.051)
H (-1.914, 0.600, 3.428)
H (-0.189, 0.192, 2.816)
H (-1.307, -0.921, 2.631)
H (-1.448, -0.311, 0.704)
H (-3.775, 0.296, 1.544)
H (-3.542, 1.025, 0.007)
H (-3.436, 1.921, 1.261)
H (-0.347, 1.266, 0.212)
C (2.086, -1.981, 2.851)
C (2.242, -0.898, 1.780)
C (3.710, -0.804, 1.360)
O (1.357, -1.261, 0.718)
H (1.172, -2.086, 3.099)
H (2.823, -1.593, 3.616)
H (2.183, -3.023, 2.474)
H (1.910, 0.058, 2.159)
H (3.978, -0.070, 0.752)
H (4.183, -1.862, 1.016)
H (4.448, -0.424, 2.006)
H (1.101, -0.555, -0.043)



5.
Formula: C12H34CdN6O3P
Source: the Open Molecules 2025 dataset
Level of theory: ωB97M-V/def2-TZVPD

Calculated values
energy relative to the best compared isomer or geometry (same formula, charge and spin)	0.0	kcal per mole
net charge	+1
E_LUMO	-1.93	eV
frontier orbital gap	10.17	eV

Element x y z (Å)
Cd (-0.143, -0.265, 0.141)
N (2.094, 0.358, -0.258)
C (2.816, -0.315, -1.357)
C (3.247, -1.723, -0.977)
C (2.140, -2.689, -0.525)
C (1.871, -2.754, 0.987)
N (0.592, -2.122, 1.389)
H (2.035, 1.366, -0.426)
H (2.624, 0.263, 0.604)
H (3.696, 0.261, -1.652)
H (2.149, -0.349, -2.222)
H (4.012, -1.662, -0.195)
H (3.753, -2.146, -1.846)
H (2.425, -3.690, -0.851)
H (1.200, -2.478, -1.049)
H (2.670, -2.255, 1.537)
H (1.873, -3.795, 1.313)
H (0.579, -1.971, 2.392)
H (-0.179, -2.752, 1.183)
N (1.296, 3.750, -0.312)
C (0.129, 3.705, 0.584)
C (-0.355, 2.276, 0.525)
O (-0.690, 1.820, -0.612)
O (-0.281, 1.537, 1.539)
H (1.809, 4.612, -0.181)
H (0.973, 3.734, -1.273)
H (-0.677, 4.388, 0.299)
H (0.443, 3.929, 1.600)
C (-5.411, -1.237, -1.108)
N (-4.037, -1.000, -0.685)
C (-3.923, -0.025, 0.394)
P (-2.745, -1.425, -1.602)
O (-1.546, -1.720, -0.716)
N (-2.406, -0.244, -2.684)
C (-1.135, -0.263, -3.398)
C (-3.126, 1.022, -2.776)
N (-3.121, -2.773, -2.445)
C (-3.634, -2.790, -3.806)
C (-3.239, -4.043, -1.738)
H (-5.989, -1.633, -0.271)
H (-5.448, -1.958, -1.921)
H (-5.891, -0.312, -1.443)
H (-4.538, -0.345, 1.236)
H (-4.258, 0.967, 0.076)
H (-2.895, 0.059, 0.742)
H (-0.672, -1.247, -3.322)
H (-0.454, 0.492, -2.990)
H (-1.295, -0.046, -4.456)
H (-4.112, 0.938, -2.328)
H (-3.258, 1.288, -3.827)
H (-2.571, 1.819, -2.275)
H (-3.564, -1.800, -4.251)
H (-4.680, -3.112, -3.825)
H (-3.055, -3.487, -4.415)
H (-2.904, -3.940, -0.708)
H (-2.627, -4.805, -2.225)
H (-4.279, -4.383, -1.732)



6.
Formula: C12H34O5
Source: the Open Molecules 2025 dataset
Level of theory: ωB97M-V/def2-TZVPD

Calculated values
energy relative to the best compared isomer or geometry (same formula, charge and spin)	0.0	kcal per mole
spin multiplicity	2
net charge	+1
E_LUMO (spin up / spin down)	-2.59 / -9.47	eV
frontier orbital gap (spin up / spin down)	9.84 / 2.96	eV
⟨S²⟩	0.7545

Element x y z (Å)
O (-8.064, -18.974, -20.277)
H (-8.128, -19.680, -20.919)
H (-8.282, -19.388, -19.442)
C (-6.099, -18.813, -17.683)
C (-5.362, -19.576, -18.845)
C (-3.849, -19.602, -18.631)
O (-5.691, -20.912, -18.619)
H (-7.142, -19.071, -17.499)
H (-5.903, -17.746, -17.787)
H (-5.566, -19.152, -16.795)
H (-5.628, -19.306, -19.866)
H (-3.617, -20.015, -17.648)
H (-3.403, -18.633, -18.853)
H (-3.471, -20.320, -19.358)
H (-5.496, -21.042, -17.688)
C (-7.433, -14.226, -22.101)
C (-7.862, -15.570, -21.385)
C (-9.126, -16.184, -21.884)
O (-6.776, -16.452, -21.644)
H (-6.675, -13.694, -21.526)
H (-8.374, -13.692, -22.233)
H (-7.117, -14.381, -23.133)
H (-8.098, -15.367, -20.341)
H (-9.166, -16.171, -22.973)
H (-9.981, -15.584, -21.571)
H (-9.262, -17.150, -21.398)
H (-6.906, -17.212, -21.072)
C (-8.871, -23.634, -22.796)
C (-9.326, -22.313, -22.281)
C (-10.605, -22.197, -21.467)
O (-8.218, -21.796, -21.539)
H (-7.882, -23.573, -23.251)
H (-9.563, -23.876, -23.602)
H (-8.976, -24.355, -21.986)
H (-9.474, -21.512, -23.005)
H (-11.532, -22.327, -22.025)
H (-10.715, -21.237, -20.962)
H (-10.571, -22.910, -20.643)
H (-7.906, -22.519, -20.990)
C (-9.816, -16.784, -18.130)
C (-11.074, -16.011, -18.617)
C (-12.268, -16.889, -18.838)
O (-11.378, -15.080, -17.662)
H (-10.092, -17.438, -17.303)
H (-8.890, -16.269, -17.874)
H (-9.556, -17.453, -18.950)
H (-10.877, -15.563, -19.591)
H (-13.036, -16.364, -19.405)
H (-12.666, -17.190, -17.869)
H (-11.947, -17.798, -19.346)
H (-12.074, -14.500, -17.978)



7.
Formula: C12H35AgO6S5
Source: the Open Molecules 2025 dataset
Level of theory: ωB97M-V/def2-TZVPD

Calculated values
energy relative to the best compared isomer or geometry (same formula, charge and spin)	162.5	kcal per mole
net charge	0
E_LUMO	-2.69	eV
frontier orbital gap	2.73	eV

Element x y z (Å)
Ag (-0.515, -0.087, 0.959)
C (-6.355, 4.258, 3.509)
C (-5.702, 2.847, 3.273)
O (-4.695, 2.661, 2.308)
H (-5.635, 5.019, 3.810)
H (-7.237, 4.195, 4.147)
H (-6.854, 4.657, 2.626)
H (-6.555, 2.215, 3.028)
H (-5.311, 2.545, 4.245)
C (5.258, -1.861, 0.237)
S (6.688, -3.016, 0.545)
O (7.955, -2.200, 0.247)
C (6.520, -2.896, 2.406)
H (4.960, -1.700, -0.799)
H (5.482, -0.853, 0.588)
H (4.424, -2.321, 0.767)
H (7.338, -3.491, 2.813)
H (5.536, -3.243, 2.721)
H (6.592, -1.865, 2.752)
C (4.847, 3.078, 4.076)
S (3.335, 2.366, 4.858)
O (2.838, 1.034, 4.277)
C (4.053, 1.938, 6.461)
H (5.208, 3.954, 4.615)
H (4.646, 3.440, 3.067)
H (5.643, 2.337, 4.001)
H (3.298, 1.694, 7.209)
H (4.547, 2.864, 6.755)
H (4.745, 1.109, 6.313)
C (0.515, -2.495, -6.187)
S (-0.937, -2.730, -5.029)
O (-0.538, -1.852, -3.824)
C (-2.218, -1.816, -5.980)
H (1.348, -2.947, -5.647)
H (0.714, -1.436, -6.352)
H (0.408, -2.965, -7.164)
H (-2.323, -2.469, -6.846)
H (-1.859, -0.822, -6.245)
H (-3.168, -1.752, -5.448)
C (1.751, 3.876, -4.353)
S (1.128, 4.394, -2.721)
O (1.380, 3.237, -1.719)
C (-0.720, 4.368, -3.136)
H (1.714, 4.678, -5.091)
H (1.220, 3.018, -4.764)
H (2.784, 3.655, -4.085)
H (-1.394, 4.585, -2.308)
H (-0.892, 3.323, -3.395)
H (-1.034, 4.906, -4.030)
C (-5.367, -5.991, 0.911)
S (-5.079, -4.173, 1.123)
O (-3.611, -3.847, 1.218)
C (-5.610, -3.637, -0.583)
H (-4.854, -6.558, 1.688)
H (-4.884, -6.341, -0.001)
H (-6.436, -6.206, 0.898)
H (-5.322, -4.429, -1.274)
H (-5.077, -2.735, -0.883)
H (-6.694, -3.519, -0.587)



8.
Formula: C12H35B3BrO11PS5
Source: the Open Molecules 2025 dataset
Level of theory: ωB97M-V/def2-TZVPD

Calculated values
energy relative to the best compared isomer or geometry (same formula, charge and spin)	40.6	kcal per mole
net charge	0
E_LUMO	-0.33	eV
frontier orbital gap	7.99	eV

Element x y z (Å)
O (0.515, 2.463, -1.499)
C (0.626, 2.949, -2.646)
Br (0.478, 1.732, -4.251)
C (0.888, 4.526, -2.811)
B (-0.535, 5.245, -3.209)
O (-0.673, 6.684, -3.087)
B (-2.057, 6.905, -2.692)
O (-3.043, 6.436, -3.661)
B (-2.885, 4.995, -3.608)
P (-4.450, 3.831, -3.478)
O (-4.518, 3.397, -1.809)
O (-3.929, 2.375, -4.234)
O (-1.590, 4.365, -3.624)
H (1.579, 4.713, -3.702)
H (1.325, 4.920, -1.844)
H (-2.375, 7.395, -1.663)
H (-5.281, 3.841, -1.392)
H (-3.454, 2.630, -5.058)
C (0.602, 2.652, 3.424)
S (-1.086, 2.940, 2.852)
O (-1.966, 2.990, 4.060)
C (-1.299, 1.318, 2.092)
H (0.937, 3.535, 3.970)
H (0.628, 1.785, 4.086)
H (1.254, 2.489, 2.564)
H (-1.153, 0.535, 2.838)
H (-0.583, 1.200, 1.278)
H (-2.312, 1.254, 1.694)
C (0.751, -3.203, -0.837)
S (1.032, -2.085, 0.551)
O (-0.303, -1.758, 1.140)
C (1.541, -0.673, -0.451)
H (0.385, -4.153, -0.449)
H (0.007, -2.776, -1.513)
H (1.690, -3.368, -1.367)
H (0.751, -0.402, -1.154)
H (2.454, -0.927, -0.992)
H (1.736, 0.170, 0.213)
C (5.565, -5.411, -0.895)
S (4.301, -5.279, 0.385)
O (2.967, -5.299, -0.296)
C (4.661, -3.564, 0.821)
H (5.503, -6.403, -1.342)
H (5.396, -4.656, -1.664)
H (6.551, -5.277, -0.445)
H (4.550, -2.925, -0.057)
H (5.678, -3.494, 1.210)
H (3.957, -3.246, 1.591)
C (2.377, -8.537, -4.408)
S (2.834, -7.083, -3.441)
O (4.329, -7.033, -3.389)
C (2.262, -7.726, -1.856)
H (2.680, -8.374, -5.442)
H (2.885, -9.420, -4.016)
H (1.296, -8.676, -4.366)
H (2.778, -8.660, -1.626)
H (1.184, -7.892, -1.899)
H (2.485, -6.984, -1.084)
C (-5.438, 5.638, 6.840)
S (-4.723, 4.944, 5.334)
O (-5.835, 4.766, 4.352)
C (-4.356, 3.323, 6.036)
H (-5.777, 6.652, 6.626)
H (-6.285, 5.032, 7.164)
H (-4.677, 5.669, 7.623)
H (-5.274, 2.865, 6.411)
H (-3.633, 3.433, 6.845)
H (-3.930, 2.697, 5.253)



In eV Å⁻¹, the F_max values for the records above are, in order, 6.79, 4.94, 4.98, 12.29, 0.44, 5.28, 3.13, 5.28.
In Eh, the energy values for the records above are, in order, -2553.7939, -2964.0515, -1283.2820, -907.2639, -1540.9288, -853.3926, -3067.0958, -6286.8072.